1.
The following is a quantum chemistry calculation of the molecule C3H5FS2, from OMol25.

Bonds (Å) are listed after each position.
Atoms and positions in Å:
1 F 1.54393 0.58703 -0.78959  C2 1.402
2 C 0.75872 -0.47463 -0.31873  F1 1.402, C3 1.467, C5 1.549, H7 1.098
3 C -0.07616 -0.48117 0.88721  C2 1.467, S4 1.778, C5 1.580, H8 1.072
4 S -0.04988 0.79736 2.12229  C3 1.778, H9 1.340
5 C -0.77609 -0.44272 -0.52836  C2 1.549, C3 1.580, S6 1.793, H10 1.074
6 S -1.52594 1.08272 -1.09896  C5 1.793, H11 1.415
7 H 1.05444 -1.51819 -0.48661  C2 1.098
8 H -0.00381 -1.49101 1.24002  C3 1.072
9 H 1.00770 1.47566 1.65619  S4 1.340
10 H -1.43598 -1.23360 -0.83307  C5 1.074
11 H -0.49693 1.69855 -1.85039  S6 1.415

ΔE to the lowest compared entry with this formula, charge and spin = 1.487 eV
Total charge = 0
DFT total energy = -27577.997 eV
HOMO-LUMO gap = 9.693 eV
HOMO level = -9.0 eV
SMILES = F[C@H]1[C@@H](S)[C@H]1S
Lowest unoccupied orbital energy = 0.66 eV

---

2.
The following is a quantum chemistry calculation of the molecule C5H11NO, from OMol25.

Bonds (Å) are listed after each position.
Atoms and positions in Å:
1 C -0.72244 0.56728 1.27418  C2 1.514, H8 1.091, H9 1.090, H10 1.087
2 C 0.02599 -0.20341 0.20716  C1 1.514, C3 1.737, N4 1.413, C5 1.675
3 C 1.62674 0.46584 0.28018  C2 1.737, H11 1.086, H12 1.085, H13 1.088
4 N 0.16854 -1.59681 0.39053  C2 1.413, H14 1.012, H15 1.010
5 C 0.05766 0.30763 -1.38772  C2 1.675, C6 1.487, H16 1.087, H17 1.087
6 C -1.38160 -0.06171 -1.32643  C5 1.487, O7 1.230, H18 1.110
7 O -2.30058 0.75376 -1.38087  C6 1.230
8 H -0.25647 0.44229 2.25281  C1 1.091
9 H -1.73954 0.17979 1.33396  C1 1.090
10 H -0.78777 1.62061 1.01475  C1 1.087
11 H 2.33502 0.03575 -0.42126  C3 1.086
12 H 1.60887 1.55067 0.26602  C3 1.085
13 H 1.92115 0.15207 1.27928  C3 1.088
14 H 0.72230 -1.87178 1.19205  N4 1.012
15 H -0.57548 -2.17712 0.02904  N4 1.010
16 H 0.65643 -0.39733 -1.95883  C5 1.087
17 H 0.20541 1.37406 -1.53721  C5 1.087
18 H -1.56426 -1.14160 -1.50763  C6 1.110

ΔE to the lowest compared entry with this formula, charge and spin = 3.246 eV
Total charge = 0
DFT total energy = -8898.451 eV
HOMO-LUMO gap = 9.706 eV
HOMO level = -8.8 eV
SMILES = CC(C)(N)CC=O
Lowest unoccupied orbital energy = 0.92 eV

---

3.
The following is a quantum chemistry calculation of a cluster of 3 separate species, C27H36BF9N3O11S in total, from OMol25.

Bonds (Å) are listed after each position.
Atoms and positions in Å:
1 N 1.73261 -1.35662 5.25174  B2 1.471, H41 1.023, H42 1.022
2 B 2.06015 -0.18860 4.41892  N1 1.471, O3 1.410, C4 1.641
3 O 2.97423 0.75069 4.93860  B2 1.410, H43 0.976
4 C 1.40161 0.12107 2.94770  B2 1.641, C5 1.475, C34 1.473
5 C 2.34321 0.18809 1.81449  C4 1.475, C6 1.534, C12 1.478
6 C 3.83685 -0.01290 2.10308  C5 1.534, C7 1.477, C11 1.461
7 C 4.31357 -1.39786 2.28949  C6 1.477, C8 1.473, H44 1.114
8 C 5.75138 -1.57944 2.55031  C7 1.473, C9 1.460, H45 1.111
9 C 6.57077 -0.37176 2.58598  C8 1.460, N10 1.364, H46 1.122
10 N 6.16482 0.91567 2.39008  C9 1.364, C11 1.354
11 C 4.83443 1.05214 2.17563  C6 1.461, N10 1.354, H47 1.123
12 C 1.77864 0.45191 0.47418  C5 1.478, S13 1.842, C17 1.478
13 S 2.88445 0.50887 -0.99770  C12 1.842, O14 1.441, O15 1.450, F16 1.649
14 O 4.11496 -0.21190 -0.78958  S13 1.441
15 O 3.16933 1.90865 -1.24639  S13 1.450
16 F 2.14218 -0.22078 -2.27705  S13 1.649
17 C 0.32163 0.67158 0.35550  C12 1.478, C18 1.571, N28 1.389
18 C -0.20067 0.99891 -1.08909  C17 1.571, C19 1.589, H48 1.129, H49 1.121
19 C -0.71628 -0.32807 -1.79434  C18 1.589, C20 1.576, H50 1.120, H51 1.130
20 C -0.80517 -0.24369 -3.36576  C19 1.576, C21 1.558, H52 1.129, H53 1.119
21 C -1.33934 1.10635 -3.93152  C20 1.558, F22 1.400, F23 1.393, C24 1.588
22 F -1.52367 0.90331 -5.30399  C21 1.400
23 F -0.41477 2.14594 -3.85658  C21 1.393
24 C -2.74875 1.57294 -3.36788  C21 1.588, F25 1.378, F26 1.363, F27 1.378
25 F -3.53382 1.93779 -4.44042  C24 1.378
26 F -3.44537 0.60397 -2.70981  C24 1.363
27 F -2.60639 2.72906 -2.63255  C24 1.378
28 N -0.52666 0.59612 1.45224  C17 1.389, C29 1.493, C34 1.404
29 C -1.98610 0.79237 1.20706  N28 1.493, C30 1.586, H54 1.124, H55 1.119
30 C -2.43253 2.31412 1.17043  C29 1.586, C31 1.598, H56 1.116, H57 1.128
31 C -4.00109 2.31837 1.47686  C30 1.598, C32 1.581, H58 1.123, H59 1.122
32 C -4.82170 1.43268 0.45613  C31 1.581, O33 1.451, H60 1.130, H61 1.121
33 O -5.47374 0.37658 1.20777  C32 1.451, H62 0.972
34 C -0.04016 0.34769 2.74517  C4 1.473, N28 1.404, C35 1.559
35 C -0.92224 0.29678 4.02907  C34 1.559, O36 1.441, H63 1.116, H64 1.126
36 O -0.65751 1.33738 4.99010  C35 1.441, C37 1.368
37 C -1.08484 2.57713 4.59948  O36 1.368, F38 1.360, F39 1.384, F40 1.374
38 F -2.37657 2.63748 4.17789  C37 1.360
39 F -0.24851 3.18056 3.67616  C37 1.384
40 F -1.00959 3.37687 5.71368  C37 1.374
41 H 1.52200 -2.15834 4.65181  N1 1.023
42 H 0.94012 -1.08865 5.83922  N1 1.022
43 H 2.54400 1.62571 4.98356  O3 0.976
44 H 3.58662 -2.23938 2.21878  C7 1.114
45 H 6.11670 -2.61915 2.68775  C8 1.111
46 H 7.66659 -0.52373 2.77042  C9 1.122
47 H 4.45486 2.09965 2.03581  C11 1.123
48 H -1.09707 1.68097 -1.01966  C18 1.129
49 H 0.54944 1.57261 -1.69246  C18 1.121
50 H -1.68358 -0.71868 -1.38758  C19 1.120
51 H 0.04812 -1.12675 -1.56261  C19 1.130
52 H -1.54358 -1.03339 -3.69038  C20 1.129
53 H 0.14570 -0.48422 -3.90490  C20 1.119
54 H -2.31258 0.35032 0.22628  C29 1.124
55 H -2.63085 0.28601 1.96830  C29 1.119
56 H -1.86277 2.97870 1.86198  C30 1.116
57 H -2.34634 2.77901 0.14589  C30 1.128
58 H -4.21986 1.98442 2.52630  C31 1.123
59 H -4.32860 3.37839 1.31191  C31 1.122
60 H -5.66254 2.03499 0.00006  C32 1.130
61 H -4.21873 1.04474 -0.40589  C32 1.121
62 H -5.65759 -0.37281 0.61608  O33 0.972
63 H -2.02491 0.25216 3.86052  C35 1.116
64 H -0.66454 -0.66925 4.54714  C35 1.126
65 C 0.91145 -6.68259 2.02643  O66 1.430, H71 1.089, H72 1.090, H73 1.090
66 O 0.32451 -5.61221 2.77095  C65 1.430, C67 1.341
67 C -0.23176 -5.99221 3.92998  O66 1.341, O68 1.200, O69 1.341
68 O -0.26792 -7.11123 4.36211  C67 1.200
69 O -0.74092 -4.90205 4.52296  C67 1.341, C70 1.430
70 C -1.37125 -5.15960 5.78028  O69 1.430, H74 1.090, H75 1.090, H76 1.089
71 H 1.32770 -6.25940 1.11363  C65 1.089
72 H 1.71841 -7.14815 2.59295  C65 1.090
73 H 0.15698 -7.42102 1.75430  C65 1.090
74 H -0.65427 -5.56496 6.49470  C70 1.090
75 H -2.21577 -5.83769 5.65573  C70 1.090
76 H -1.74295 -4.21018 6.16310  C70 1.089
77 C -1.00425 2.69436 -7.11522  O78 1.426, H83 1.090, H84 1.089, H85 1.087
78 O -0.45201 3.26760 -8.29898  C77 1.426, C79 1.338
79 C 0.16523 2.38692 -9.09541  O78 1.338, O80 1.205, O81 1.337
80 O 0.27885 1.20531 -8.88843  C79 1.205
81 O 0.63317 3.04721 -10.15934  C79 1.337, C82 1.428
82 C 1.32126 2.22604 -11.10311  O81 1.428, H86 1.091, H87 1.091, H88 1.089
83 H -1.47689 3.49622 -6.54879  C77 1.090
84 H -1.76278 1.95334 -7.36503  C77 1.089
85 H -0.22116 2.25344 -6.50319  C77 1.087
86 H 0.65429 1.46529 -11.51014  C82 1.091
87 H 2.19725 1.76481 -10.64564  C82 1.091
88 H 1.65285 2.86799 -11.91726  C82 1.089

Total charge = +1
DFT total energy = -91536.791 eV
HOMO-LUMO gap = 7.287 eV
HOMO level = -12.2 eV
Lowest unoccupied orbital energy = -4.93 eV